Molecular formula: C40H46P2SiV
Method: DFT, the ωB97M-V functional and the def2-TZVPD basis

Last column: Löwdin charge in e.
Cartesian coordinates (Å):
C: -0.552 0.272 3.376  -0.094
V: -0.496 0.706 -1.960  0.614
C: -2.738 2.925 -0.328  -0.080
C: 5.122 -0.586 -0.228  -0.075
H: 3.757 5.318 -1.706  0.109
C: -2.796 -2.665 2.000  -0.085
H: 6.687 -3.271 1.113  0.099
C: 0.131 -0.552 -4.470  -0.169
H: 1.876 -0.133 -3.213  0.056
C: -1.834 -0.180 -2.903  -0.364
H: 1.629 1.453 1.994  0.095
Si: -0.790 0.035 5.188  0.432
C: 6.156 -1.405 0.208  -0.086
H: -1.759 1.286 -5.340  0.103
H: -2.519 4.014 -0.239  0.122
H: -0.660 -2.337 -1.444  0.066
H: 5.067 3.583 -2.948  0.114
H: 1.123 2.290 -0.206  0.087
C: 2.115 2.525 -0.648  -0.119
C: 5.875 -2.631 0.805  -0.084
H: -2.451 -2.051 2.842  0.082
H: -2.601 1.754 -2.478  0.054
H: -3.222 -0.635 5.403  0.022
H: -0.074 0.039 -5.375  0.100
H: -0.149 3.450 -4.009  0.110
P: -1.170 -0.848 0.529  1.167
C: 0.644 -0.910 6.010  -0.198
C: 1.206 -1.393 -1.204  -0.371
C: -1.999 1.203 -3.154  -0.252
H: -4.719 3.399 -1.158  0.112
C: 3.793 -1.051 -0.095  -0.321
H: 1.624 -2.246 -1.802  0.104
C: 4.225 3.255 -2.301  -0.066
C: -1.658 1.895 -4.431  -0.176
H: -4.767 -5.346 1.339  0.097
H: 0.746 -1.417 -4.774  0.114
H: 0.571 -0.913 7.099  0.028
H: 1.595 -0.455 5.734  0.020
C: -2.368 -2.316 0.692  -0.288
C: -3.675 0.282 -0.451  -0.073
C: 3.506 -2.216 0.671  -0.083
C: -1.201 -1.085 -3.907  -0.193
H: 2.460 -2.478 0.877  0.111
H: -4.094 -0.723 -0.315  0.108
H: -3.987 -3.945 3.282  0.110
C: -0.138 0.106 2.138  -0.443
H: 1.785 4.610 -0.324  0.115
C: -4.151 -4.478 1.156  -0.092
C: 3.488 4.259 -1.633  -0.065
H: -2.263 2.791 -4.608  0.102
C: -2.909 -3.085 -0.378  -0.093
H: -1.848 -1.353 -4.757  0.113
H: 0.124 2.222 5.940  0.021
H: 4.503 1.152 -2.703  0.117
C: 4.559 -3.018 1.076  -0.080
H: -1.645 2.299 5.998  0.017
C: 1.275 0.415 1.824  -0.170
H: -2.304 -1.105 6.818  0.033
H: -4.199 -4.719 -1.016  0.113
C: -3.802 -4.153 -0.153  -0.077
H: -5.494 1.068 -1.227  0.117
C: -0.206 -1.419 -0.968  -0.388
H: -1.021 -2.024 -3.380  0.084
H: 7.184 -1.072 0.071  0.106
C: -4.487 1.324 -0.886  -0.064
H: -0.739 1.463 7.279  0.028
H: 0.635 -1.944 5.657  0.022
C: -2.309 0.526 -0.119  -0.337
C: 3.929 1.896 -2.133  -0.088
C: 0.541 1.636 -3.264  -0.316
C: 0.866 0.239 -3.418  -0.269
C: -1.893 1.888 0.069  -0.124
C: 2.869 1.464 -1.293  -0.360
C: -2.249 -1.005 5.726  -0.217
H: -2.160 -2.025 5.343  0.015
C: -0.196 2.386 -4.326  -0.196
H: 0.339 2.288 -5.300  0.113
H: 1.536 0.216 0.740  -0.036
H: 1.023 2.328 -2.543  0.088
C: -4.011 2.633 -0.837  -0.086
H: 1.939 -0.205 2.466  0.096
C: -3.678 -3.727 2.246  -0.074
C: 2.421 3.869 -0.827  -0.087
H: 4.331 -3.929 1.616  0.105
H: -1.084 1.947 0.854  0.105
H: 5.317 0.387 -0.693  0.090
H: -2.672 -2.823 -1.416  0.095
C: -0.780 1.661 6.196  -0.201
H: -2.500 -0.688 -2.211  0.069
P: 2.444 -0.194 -0.878  1.037

HOMO level (alpha / beta)   -5.4799 / -5.9207 eV
Total charge   0
2S+1   4
LUMO (alpha / beta)   0.0 / -1.7 eV
Expectation value of S²   3.823
HOMO-LUMO gap (alpha / beta)   5.456 / 4.242 eV